{"formula": "C14H16O2", "method": "ωB97M-V/def2-TZVPD", "smiles": "Cc1ccc(O)cc1.Cc1ccc(O)cc1", "e_homo_ev": -8.35, "e_above_lowest_kj_mol": 90.2, "homo_lumo_gap_ha": 0.33251, "elements": ["C", "C", "C", "C", "C", "O", "C", "C", "H", "H", "H", "H", "H", "H", "H", "H", "C", "C", "C", "C", "C", "O", "C", "C", "H", "H", "H", "H", "H", "H", "H", "H"], "positions_angstrom": [[0.4810, 4.1461, 0.1147], [0.8582, 2.8837, -0.6271], [0.7673, 1.6428, 0.0274], [1.5960, 0.6201, -0.4746], [2.3562, 0.8831, -1.6000], [3.2564, -0.0725, -2.0447], [2.2189, 1.9974, -2.4264], [1.5073, 3.0379, -1.8497], [-0.4856, 4.1126, 0.6486], [0.5481, 4.9785, -0.6054], [1.2880, 4.2966, 0.8843], [0.1192, 1.5748, 0.8721], [1.7441, -0.3249, 0.0488], [3.8262, -0.3085, -1.2995], [2.7956, 2.0696, -3.3379], [1.5750, 4.0855, -2.2953], [-2.3048, 0.7153, 1.8794], [-1.9769, -0.7153, 1.5393], [-0.6616, -1.1860, 1.7017], [-0.2852, -2.4212, 1.2128], [-1.2981, -3.2127, 0.6975], [-1.1388, -4.4741, 0.1514], [-2.5914, -2.7579, 0.5065], [-2.9630, -1.4832, 0.9031], [-3.0809, 0.7894, 2.6711], [-2.6517, 1.2548, 1.0105], [-1.3784, 1.1583, 2.2845], [0.0018, -0.4760, 2.1765], [0.7577, -2.7753, 1.2482], [-0.2188, -4.7740, 0.2062], [-3.3304, -3.4141, -0.0030], [-3.9647, -1.1023, 0.8160]]}